A | The following is a DFT calculation (ωB97M-V/def2-TZVPD) of 11 unconnected molecules or ions with the total composition C10H40N20O14S.

Charge   -2
LUMO energy   3.92 eV
Spin multiplicity   1

XYZ file:
```
85
Properties=species:S:1:pos:R:3:mulliken_charge:R:1
H -1.511 3.499 0.849 0.313
H 3.536 1.632 1.914 0.177
O 4.718 -3.179 0.800 -0.768
H -2.437 3.402 -1.647 0.155
H 2.674 0.068 3.604 0.214
N -2.340 -2.789 0.453 -0.119
O -4.010 -3.108 1.954 -0.755
O -1.489 -2.583 -4.996 -0.768
H 4.467 -0.730 1.081 0.177
C 2.891 3.645 1.946 0.453
N -0.518 -2.785 -2.953 -0.047
O 1.490 0.385 0.265 -0.329
N 2.977 -2.942 -0.647 0.143
H -2.681 -1.323 3.211 0.192
H -1.065 -0.152 -4.672 0.156
N 0.989 -4.812 0.616 -0.147
N -0.350 0.649 3.424 -0.182
H 0.895 -5.624 0.034 0.158
H 3.387 -2.138 -2.945 0.249
H -3.274 4.653 1.460 0.166
H -6.452 1.844 -1.961 0.263
H -0.974 1.394 3.696 0.127
H -2.850 -3.410 -0.151 0.196
N 3.553 2.547 2.326 -0.311
H -3.038 0.075 -0.587 -0.076
H -1.421 -2.398 0.354 -0.113
N 1.731 -0.062 3.269 -0.115
H -1.777 -0.841 1.743 -0.228
O 3.200 4.766 2.373 -0.736
N -1.933 2.703 1.294 -0.025
H 0.794 -3.894 0.259 -0.010
O 4.432 -0.081 -4.013 -0.706
H 3.970 2.613 3.242 0.203
H 1.429 0.593 -3.263 0.240
H -5.831 1.541 -0.410 0.188
C -0.542 3.662 -2.376 0.360
O 1.132 1.138 5.110 -0.757
H -0.497 0.317 2.471 0.194
H -0.407 -0.356 -2.995 -0.376
H 2.909 -0.554 0.386 -0.083
S 0.275 -0.188 -0.272 -0.324
N 3.711 -1.171 0.587 0.036
H 1.650 4.058 0.431 0.206
O -3.013 2.016 3.174 -0.694
H -3.744 4.447 3.162 0.245
N 1.907 3.323 1.076 -0.120
O -0.104 0.344 -1.614 0.134
N -3.298 4.136 2.318 -0.461
H 1.556 -0.547 2.411 -0.109
N 0.638 2.983 -2.349 -0.087
C -4.511 1.092 -1.725 0.587
H 1.771 2.414 0.655 -0.044
O -0.844 0.128 0.665 0.891
N -0.751 -0.731 -3.916 0.091
H 0.436 2.045 -2.001 0.132
H -0.703 -3.740 -2.705 0.198
N -3.746 0.788 -0.631 -0.136
C 3.288 -0.177 -3.584 0.567
C -2.971 -2.530 1.618 0.343
H 2.726 1.669 -3.557 0.238
N 1.278 -3.831 2.633 -0.186
O -0.603 4.823 -2.787 -0.782
C 0.883 0.684 4.000 0.469
H 1.825 -1.481 -3.035 0.192
C 1.353 -4.970 1.902 0.498
C -2.783 2.863 2.321 0.555
O 1.521 -6.124 2.325 -0.746
C 3.881 -2.469 0.228 0.400
N 2.307 0.765 -3.724 -0.364
N -2.417 -1.461 2.251 -0.096
H -0.152 -2.301 -2.154 -0.123
N -1.565 2.957 -1.870 -0.055
N 2.789 -1.424 -3.320 -0.321
H 3.078 -3.747 -1.232 0.270
H 2.110 -2.449 -0.487 -0.500
H -1.478 1.807 1.113 -0.521
C -0.942 -2.070 -4.022 0.407
H 1.521 3.415 -2.535 0.170
H 0.820 -3.019 2.256 0.090
H -1.384 2.047 -1.476 0.067
H -3.871 1.467 0.103 0.196
N -5.641 1.777 -1.372 -0.495
O -4.241 0.588 -2.804 -0.639
H 1.231 -3.946 3.631 0.239
O 0.428 -1.629 -0.212 -0.093
```

B | The following is a DFT calculation (ωB97M-V/def2-TZVPD) of 11 unconnected molecules or ions with the total composition C10H40N20O14S.

Charge   -2
LUMO energy   4.28 eV
Spin multiplicity   1

XYZ file:
```
85
Properties=species:S:1:pos:R:3:mulliken_charge:R:1
O 5.415 8.946 12.465 -0.721
H 10.812 8.517 10.845 0.102
H 8.124 12.781 10.755 0.120
N 7.478 8.546 11.526 -0.018
H 7.486 11.420 6.942 0.213
H 6.719 10.440 10.018 0.163
H 5.587 8.702 6.268 0.250
H 7.999 14.128 11.735 0.261
H 11.870 15.171 11.956 0.141
C 5.705 10.715 6.133 0.400
C 6.298 9.244 11.681 0.404
C 11.668 7.550 5.704 0.532
H 13.282 8.676 5.419 0.280
C 8.915 4.776 8.588 0.316
C 10.118 16.177 12.410 0.610
H 10.090 12.462 5.068 0.201
O 13.028 6.392 11.571 -0.674
H 12.500 6.396 9.053 0.226
N 9.334 14.177 7.813 -0.254
O 8.904 12.873 13.794 -0.756
O 9.428 8.374 9.184 -0.548
H 8.062 8.726 10.706 0.007
H 12.123 10.615 10.102 0.006
O 8.989 10.724 9.636 -0.578
H 10.763 4.993 7.675 0.230
N 11.346 15.986 11.752 -0.426
O 12.573 12.965 12.173 -0.794
C 12.445 7.192 10.895 0.549
H 11.582 16.361 10.871 0.233
H 10.067 6.705 6.358 0.386
H 8.540 10.653 11.577 -0.197
N 12.600 7.321 9.499 -0.352
S 9.630 9.751 8.706 1.361
O 11.082 9.932 8.651 -0.630
N 6.147 10.302 10.810 -0.134
N 12.558 11.497 6.673 -0.216
H 7.625 7.751 12.039 0.193
N 10.001 5.469 8.166 -0.236
N 8.406 13.239 11.602 -0.207
C 8.090 14.736 7.874 0.509
H 7.003 15.855 9.192 0.165
C 12.135 12.303 11.220 0.640
O 8.751 3.618 8.322 -0.698
H 13.131 10.616 11.589 0.229
O 12.366 13.007 4.961 -0.730
H 9.357 10.514 13.096 0.200
N 11.413 12.850 10.262 -0.184
H 11.822 9.525 5.557 0.248
N 6.039 9.459 6.698 -0.311
N 10.287 7.566 5.822 -0.410
C 11.881 12.259 5.783 0.459
O 12.310 6.507 5.883 -0.681
N 10.501 12.060 5.906 -0.274
H 8.479 15.500 9.843 0.111
H 5.298 10.857 10.967 0.190
H 7.164 5.076 9.568 0.207
N 10.192 15.630 13.648 -0.492
H 10.958 14.910 13.727 0.327
H 10.134 11.310 6.460 0.156
H 8.078 6.507 9.460 0.289
H 12.111 8.082 8.977 0.060
N 12.261 8.685 5.183 -0.523
N 6.715 11.690 6.330 -0.256
H 9.511 13.629 6.933 0.369
H 12.061 11.052 7.474 0.205
N 8.058 5.502 9.399 -0.337
H 13.564 11.493 6.611 0.171
H 11.463 7.806 12.342 0.185
H 10.715 13.455 10.649 -0.147
H 9.815 8.376 6.258 0.202
H 6.992 9.331 6.806 0.206
H 9.802 13.851 8.599 0.232
N 12.400 11.018 11.041 -0.067
O 7.286 14.678 6.957 -0.714
H 11.002 12.205 9.584 0.131
C 8.665 12.367 12.703 0.396
H 6.327 12.648 6.182 0.203
H 10.182 6.413 8.469 0.087
O 9.126 16.634 11.888 -0.660
H 9.329 15.304 13.960 0.275
N 7.876 15.426 9.036 -0.288
N 11.593 8.122 11.363 -0.129
O 9.026 9.876 7.390 -1.312
N 8.769 11.099 12.452 0.013
O 4.707 10.992 5.481 -0.695
```

It turns out B is the most stable, with the second structure 179.6 kJ/mol higher.

A | The following is a DFT calculation (ωB97M-V/def2-TZVPD) of a single C3H8OS2 molecule.

LUMO energy   0.47 eV
Spin multiplicity   1
SMILES   CC[S@@](C)(=O)=S

XYZ file:
```
14
Properties=species:S:1:pos:R:3:mulliken_charge:R:1
C 0.446 0.726 -1.874 -0.999
O 1.440 1.735 0.311 -0.611
H 1.360 0.938 -2.418 0.341
H -0.190 1.555 -1.793 0.401
S 0.872 0.510 -0.212 0.787
H -1.748 -1.101 1.957 0.406
H -0.050 -0.103 -2.323 0.366
H -1.314 0.717 0.226 0.529
H -0.250 -1.800 1.728 0.366
C -0.676 -0.080 0.387 -0.579
H -0.162 -0.261 2.437 0.365
S 2.133 -1.110 0.042 -0.399
H -1.130 -0.887 -0.227 0.339
C -0.731 -0.841 1.759 -1.314
```

B | The following is a DFT calculation (ωB97M-V/def2-TZVPD) of 2 unconnected molecules or ions with the total composition C3H8OS2.

LUMO energy   0.74 eV
Spin multiplicity   1
SMILES   CC=O.CSS

XYZ file:
```
14
Properties=species:S:1:pos:R:3:mulliken_charge:R:1
O 0.650 -1.262 1.372 -0.450
H 1.083 0.660 -2.162 0.333
H -0.854 2.383 -4.206 0.155
C 0.765 -0.936 2.516 0.157
C -0.264 -0.075 3.194 -0.881
S -1.685 1.320 -3.992 -0.222
H -0.498 -0.322 4.226 0.298
H -1.180 -0.120 2.605 0.276
S -0.299 -0.184 -3.949 -0.059
H -0.051 0.998 3.178 0.269
H -0.486 0.086 -1.647 0.273
H 1.607 -1.299 3.120 0.330
H 0.839 -1.091 -1.984 0.276
C 0.374 -0.157 -2.270 -0.754
```

It turns out B is the most stable, with the second structure 126.8 kJ/mol higher.

A | The following is a DFT calculation (ωB97M-V/def2-TZVPD) of a single C3H8OS2 molecule.

LUMO energy   0.63 eV
Spin multiplicity   1
SMILES   OC[C@@H](S)CS

XYZ file:
```
14
Properties=species:S:1:pos:R:3:mulliken_charge:R:1
H 0.649 -1.078 2.776 0.113
H -1.323 0.918 1.352 0.323
C -0.258 0.727 -1.280 -0.637
H -0.992 -1.006 -0.203 0.165
H 0.534 1.089 1.518 0.333
C -0.208 -0.319 -0.097 0.267
S 1.061 -1.694 -0.129 -0.208
H -0.936 1.483 -0.960 0.440
S -0.611 -0.611 2.716 -0.198
H 2.156 -0.941 -0.181 0.127
H 0.170 -0.399 -2.823 0.329
C -0.357 0.414 1.210 -0.809
H 0.704 1.303 -1.363 0.281
O -0.588 0.115 -2.535 -0.525
```

B | The following is a DFT calculation (ωB97M-V/def2-TZVPD) of 2 unconnected molecules or ions with the total composition C3H8OS2.

LUMO energy   0.48 eV
Spin multiplicity   1
SMILES   C=CO.CSS

XYZ file:
```
14
Properties=species:S:1:pos:R:3:mulliken_charge:R:1
H 2.340 -2.197 -3.353 0.302
H -0.948 1.793 2.456 0.258
H -1.811 -0.042 1.320 0.292
O -2.686 0.217 1.000 -0.460
H 2.810 -2.583 -1.814 0.297
S 1.869 -0.341 -1.979 -0.036
H -3.524 1.955 0.708 0.346
S 3.081 -0.010 -0.357 -0.202
C 1.977 -2.120 -2.348 -0.783
H -1.999 3.158 2.402 0.252
H 1.029 -2.589 -2.119 0.278
H 2.533 -0.895 0.496 0.143
C -2.676 1.583 1.273 0.106
C -1.994 2.070 2.313 -0.793
```

It turns out A is the most stable, with the second structure 100.8 kJ/mol higher.

A | The following is a DFT calculation (ωB97M-V/def2-TZVPD) of a single C3H8OS2 molecule.

LUMO energy   0.53 eV
Spin multiplicity   1
SMILES   OCCCSS

XYZ file:
```
14
Properties=species:S:1:pos:R:3:mulliken_charge:R:1
C 1.200 -0.960 -2.307 -0.460
H 0.997 0.959 -0.240 0.373
C 0.513 -1.032 -0.923 -0.606
H 0.795 1.313 2.738 0.143
H 2.279 -0.888 -2.173 0.250
H -0.326 -1.721 -0.994 0.361
S -1.008 0.264 0.943 -0.080
H -0.518 0.804 -1.241 0.327
H 0.844 -0.121 -2.886 0.382
H 0.980 -2.123 -3.889 0.284
O 0.859 -2.193 -2.949 -0.508
C 0.114 0.367 -0.462 -0.553
S -0.479 1.624 2.441 -0.221
H 1.166 -1.589 -0.254 0.308
```

B | The following is a DFT calculation (ωB97M-V/def2-TZVPD) of 2 unconnected molecules or ions with the total composition C3H8OS2.

LUMO energy   0.54 eV
Spin multiplicity   1
SMILES   C1CSSC1.O

XYZ file:
```
14
Properties=species:S:1:pos:R:3:mulliken_charge:R:1
H 0.944 -1.626 1.748 0.360
H -1.207 0.495 -0.694 0.235
H 0.191 0.724 1.026 0.285
H 3.271 2.107 -1.950 0.323
C 0.123 -1.444 1.028 -0.466
C -0.528 -0.106 1.167 -0.677
S -1.267 -2.569 0.930 -0.147
H 2.368 2.493 -3.158 0.325
O 2.940 1.770 -2.813 -0.648
H -2.395 0.899 0.580 0.365
C -1.690 0.120 0.229 -0.381
H -0.935 -0.029 2.193 0.294
H 0.564 -1.422 0.013 0.272
S -2.381 -1.413 -0.299 -0.141
```

It turns out B is the most stable, with the second structure 17.5 kJ/mol higher.